A.
8
Properties=species:S:1:pos:R:3 method="wB97M-V/def2-TZVPD" smiles=Oc1cnno1 spin_multiplicity=1 homo_energy_ev=-10.027 gap_ev=10.20 lumo_ev=0.1684
O -1.7417 -0.1611 -0.1416
C -0.4522 0.0138 0.0607
C 0.3530 1.0921 -0.0181
N 1.6562 0.3012 -0.0463
N 1.5546 -0.9045 -0.0959
O 0.2832 -1.2414 -0.0036
H -1.9926 -1.2005 0.2516
H 0.3395 2.1005 -0.0069



B.
8
Properties=species:S:1:pos:R:3 method="wB97M-V/def2-TZVPD" smiles="O=c1cn[nH]o1" spin_multiplicity=1 homo_energy_ev=-10.103 gap_ev=10.14 lumo_ev=0.0347
O 2.2142 -0.1628 0.0259
C 0.9943 -0.0972 -0.1990
C 0.0145 1.0224 -0.1032
N -1.1717 0.5299 0.0234
N -1.0805 -0.7832 -0.1916
O 0.2273 -1.1543 -0.0961
H 0.2771 2.0832 -0.0788
H -1.4752 -1.4380 0.6193



Q: Which of them is the most stable? A: B.



A.
14
Properties=species:S:1:pos:R:3 method="wB97M-V/def2-TZVPD" spin_multiplicity=1 homo_energy_ev=-8.319 gap_ev=8.30 lumo_ev=-0.0174
C 1.1402 -0.5908 -0.5783
C 0.7097 0.2288 0.5536
C 0.7757 0.8924 -0.8734
C -0.3500 1.0944 -1.7188
C -1.5556 -0.7689 0.8926
C -0.6249 0.1281 1.1936
H 0.4747 -1.3494 -0.9749
H 2.1960 -0.8260 -0.6820
H 1.5071 0.5957 1.1972
H 1.6350 1.5446 -0.9932
H -1.1281 0.3842 -1.3807
H -2.5622 -0.6998 1.2951
H -1.3562 -1.5820 0.1977
H -0.8611 0.9486 1.8714



B.
14
Properties=species:S:1:pos:R:3 method="wB97M-V/def2-TZVPD" smiles="C#C/C(C)=C/C" spin_multiplicity=1 homo_energy_ev=-8.536 gap_ev=9.50 lumo_ev=0.9681
C -0.6660 -0.8584 -3.1847
C -0.5643 -0.4930 -2.0291
C -0.4315 -0.2439 -0.6727
C -1.2873 -0.9234 0.3798
C 0.6114 0.6079 -0.3614
C 1.2870 0.9673 1.0779
H -0.7550 -0.7725 -4.2248
H -0.7047 -1.7959 0.9348
H -2.2231 -1.1562 -0.0884
H -1.4164 -0.1663 1.0692
H 1.1937 1.0202 -1.0658
H 2.1015 0.1320 1.3342
H 1.7613 1.9562 0.9126
H 0.5278 0.8652 1.9588



Q: Which of them is the most stable? A: B.



A.
14
Properties=species:S:1:pos:R:3 method="wB97M-V/def2-TZVPD" spin_multiplicity=1 homo_energy_ev=-8.737 gap_ev=7.98 lumo_ev=-0.7600
C -1.7305 0.9628 0.1754
C -0.5869 0.2199 0.1959
C 1.9778 0.3495 -0.5520
C 2.1316 -0.4689 0.7033
C 0.9097 0.4843 0.4955
C -0.7506 -1.2434 -0.0735
H -2.6195 0.4080 0.0069
H 2.6650 1.1175 -0.8694
H 1.4034 -0.2958 -1.3721
H -1.9207 2.0991 0.4075
H 0.9276 1.3549 1.1133
H -0.9658 -1.6955 0.8884
H 0.1299 -1.7162 -0.4611
H -1.5709 -1.5762 -0.6581



B.
14
Properties=species:S:1:pos:R:3 method="wB97M-V/def2-TZVPD" spin_multiplicity=1 homo_energy_ev=-8.468 gap_ev=9.49 lumo_ev=1.0185
C -0.6424 -0.2545 -1.0073
C -0.2435 0.9252 -0.0715
C -0.7000 -0.0126 1.1015
C -0.0673 -1.1115 0.1704
C 1.4293 -0.7274 0.2753
C 1.2630 0.6628 0.0269
H -0.1461 -0.3218 -1.9870
H -1.7288 -0.3664 -1.1215
H -0.6168 1.9468 -0.2077
H -1.7907 -0.0990 1.1852
H -0.2464 0.1454 2.0893
H -0.3186 -2.1722 0.2747
H 1.7744 -0.0420 -0.8832
H 2.0340 1.4272 0.1548



C.
14
Properties=species:S:1:pos:R:3 method="wB97M-V/def2-TZVPD" spin_multiplicity=1 homo_energy_ev=-8.030 gap_ev=7.60 lumo_ev=-0.4262
C 1.1537 0.8044 0.2994
C 0.6275 -0.5102 -0.3062
C -0.2208 -1.2026 0.7628
C -1.5399 -0.4478 0.7899
C -1.4449 0.4294 -0.3588
C -0.3193 0.2096 -1.1556
H 0.9027 1.7897 -0.0761
H 2.2715 0.7510 0.3941
H 1.4087 -1.0986 -0.7895
H 0.2390 -1.1147 1.7540
H -0.3914 -2.2704 0.5815
H -0.3224 0.9380 0.8903
H -2.2789 1.0530 -0.6715
H -0.0855 0.6692 -2.1143



Q: Which of them is the most stable? A: B.